The following is a DFT calculation (ωB97M-V with the def2-TZVPD basis set) of a structure of composition C27H33F16NNbO4S2 at a distorted geometry.

Each line ends with the Mulliken charge.
Cartesian coordinates (Å):
1 C 1.63925 -1.81104 -0.66699  -0.48
2 C 1.14148 -1.87733 -1.78714  0.16
3 Nb 0.27208 -2.39655 -3.84770  -1.00
4 C -0.11634 -0.13021 -4.06736  -0.80
5 C -1.58972 0.15245 -4.58741  -0.65
6 C -2.68754 0.03620 -3.44591  -0.19
7 S -4.27012 -0.39743 -4.32723  -0.18
8 C -5.51029 -0.94355 -3.09788  -0.03
9 S -6.33454 0.24536 -2.26823  -0.25
10 N -5.84845 -2.30021 -2.79548  0.15
11 C -5.23899 -2.79425 -1.53364  -0.33
12 C -5.19457 -4.36510 -1.48294  -0.65
13 O -4.46352 -4.99485 -2.53483  -0.36
14 C -4.43481 -4.22055 -3.74293  0.08
15 C -5.64487 -3.22835 -3.92580  -0.82
16 C 0.46604 -4.64627 -3.40898  -0.74
17 O -0.66779 -5.23258 -2.66065  -0.47
18 C -0.64283 -4.82338 -1.33248  -0.08
19 C -1.74176 -3.95906 -0.85332  0.83
20 C -1.84102 -3.41441 0.49521  -0.25
21 C -0.76409 -3.74277 1.44721  -0.52
22 C 0.31904 -4.61339 1.00055  -0.49
23 C 0.41195 -5.16223 -0.37512  -0.23
24 H 2.39203 -1.79793 0.14841  0.39
25 H 1.97187 -2.27451 -4.50806  -0.02
26 H -0.37822 -2.72149 -5.53851  0.02
27 H -1.42771 -2.51275 -3.21102  0.55
28 H 0.68777 0.32183 -4.72342  0.38
29 H -0.02310 0.35892 -3.05000  0.07
30 H -1.84589 -0.65187 -5.34068  0.31
31 H -1.64051 1.18882 -5.01628  0.38
32 H -2.42663 -0.70461 -2.64892  0.10
33 H -2.78365 1.04378 -2.93883  0.43
34 H -5.93125 -2.46750 -0.69728  0.30
35 H -4.25831 -2.28185 -1.34417  0.22
36 H -4.66065 -4.63860 -0.52101  0.35
37 H -6.24606 -4.76433 -1.35641  0.35
38 H -3.42621 -3.72362 -3.87741  -0.14
39 H -4.50814 -4.96302 -4.59742  0.34
40 H -6.57900 -3.87287 -3.97807  0.26
41 H -5.55023 -2.74515 -4.92983  0.49
42 H 1.44641 -4.84310 -2.86915  0.34
43 H 0.57189 -5.16181 -4.41289  0.38
44 H -2.52323 -3.70326 -1.61249  -0.44
45 H -2.71045 -2.74537 0.72795  0.30
46 H -0.83851 -3.29385 2.46864  0.32
47 H 1.14061 -4.85561 1.71538  0.32
48 H 1.25586 -5.80977 -0.70402  0.38
49 C 4.65946 3.24711 1.67830  -0.67
50 C 5.53559 1.98504 1.55621  0.84
51 C 6.01362 1.62559 0.14756  0.11
52 F 4.99933 1.39352 -0.70242  -0.18
53 F 6.75498 0.48811 0.18587  -0.28
54 F 4.88907 0.94431 2.12838  -0.26
55 F 6.64844 2.20275 2.32039  -0.35
56 O 3.24605 3.05901 1.71352  -0.34
57 C 2.57361 2.92194 0.49133  0.65
58 C 1.95663 1.53169 0.30702  0.27
59 F 2.88327 0.55703 0.41253  -0.23
60 F 1.40056 1.42255 -0.91699  -0.24
61 F 3.39228 3.27259 -0.51765  -0.27
62 F 1.58162 3.84409 0.50722  -0.32
63 H 4.88935 3.67416 2.65427  0.39
64 H 4.94589 4.02177 0.96409  0.33
65 H 6.64239 2.41964 -0.26595  0.26
66 H 1.18512 1.34758 1.05855  0.19
67 C 0.66017 5.13677 4.27585  -0.78
68 C -0.12288 4.84828 5.57137  0.89
69 C -0.03364 5.91376 6.66569  0.13
70 F 1.22815 6.11897 7.09148  -0.21
71 F -0.74927 5.52542 7.75208  -0.28
72 F 0.24160 3.63522 6.04556  -0.26
73 F -1.43666 4.73641 5.22158  -0.33
74 O 1.95243 4.54503 4.14309  -0.23
75 C 3.03368 5.20114 4.73581  0.63
76 C 3.65662 4.39816 5.88220  0.33
77 F 2.74930 4.09810 6.83240  -0.23
78 F 4.63888 5.11413 6.48266  -0.29
79 F 2.66419 6.44276 5.10189  -0.29
80 F 3.95795 5.35901 3.75660  -0.32
81 H 0.08100 4.67832 3.47135  0.41
82 H 0.67755 6.20093 4.03269  0.33
83 H -0.44516 6.86570 6.31860  0.28
84 H 4.08149 3.46244 5.51146  0.24

Cartesian forces, eV/Å:
1.26 -0.17 -0.09
-0.15 -0.28 0.08
1.49 0.99 0.92
-1.18 0.19 1.21
0.08 -0.60 0.13
0.63 0.95 0.64
0.04 -0.69 -0.02
-1.01 0.93 1.66
0.85 -0.93 -0.47
1.61 0.84 -1.78
-0.86 0.02 1.13
0.35 0.46 1.20
-0.85 0.96 0.03
0.22 -0.05 -1.51
-0.09 -1.90 0.00
0.25 0.09 0.19
0.90 0.14 1.19
-0.31 1.05 2.29
0.69 -0.26 0.57
2.10 -1.68 -1.11
-0.61 -0.48 -2.21
-0.96 0.32 -1.26
-2.06 1.42 0.63
-1.38 0.00 -0.86
0.38 -0.31 -0.62
0.14 0.20 -0.01
-0.49 -0.21 -0.35
-0.88 -0.57 0.46
0.08 -0.38 -1.05
0.25 1.21 0.42
-0.25 -0.97 0.07
-0.20 0.35 -1.00
-0.18 -1.08 -0.57
0.85 -0.37 -0.78
-0.56 -0.80 -0.28
-0.52 0.33 -1.02
0.92 0.37 -0.58
-1.06 -0.22 0.44
0.07 0.74 0.91
0.93 0.67 0.02
0.01 -0.05 1.08
-1.02 0.15 -0.44
-0.48 0.33 1.05
0.93 -0.35 0.85
1.07 -0.74 -0.04
0.43 -0.68 -0.98
-0.79 0.20 -0.68
-0.72 0.66 0.49
-0.07 0.55 0.44
-0.80 -0.15 0.39
0.51 -0.38 -0.47
0.11 0.06 0.16
0.04 0.12 0.30
0.13 0.00 -0.17
0.16 0.18 -0.33
0.16 -0.70 -0.92
0.79 0.96 0.67
-0.53 -0.86 -0.25
0.12 0.49 0.24
0.11 0.53 0.12
-0.37 -0.13 -0.21
-0.20 -0.32 0.00
0.01 -0.27 -0.04
0.01 -0.27 -0.17
-0.03 0.10 0.13
0.02 0.19 0.07
-0.18 -0.05 -0.86
0.49 -0.74 -0.30
-0.41 0.31 0.59
-0.11 -0.05 -0.06
-0.09 -0.15 -0.22
0.00 0.21 0.16
0.03 0.45 0.07
0.36 0.38 1.21
-1.29 0.26 -1.19
0.34 -0.45 0.47
0.02 0.04 -0.24
-0.04 0.17 -0.30
0.54 -0.01 0.22
0.23 -0.12 0.39
0.05 -0.15 0.18
0.05 -0.01 0.30
0.00 -0.05 -0.15
-0.03 0.07 -0.20

Summary:
Net charge ... -1
HOMO energy ... -4.70 eV
Multiplicity ... 1
Kohn-Sham gap ... 6.5 eV